The following is a quantum chemistry calculation of a molecular structure, C21H44N2O6P2ReSTe, from the Open Molecules 2025 dataset.

Geometry as XYZ:
```
78
Properties=species:S:1:pos:R:3:forces:R:3:mulliken_charge:R:1
Re -0.18129 -1.44898 -0.32376 0.59 0.05 0.15 1.247
C -0.31200 4.79787 -1.91990 0.02 0.01 -0.01 -1.264
C -0.23221 3.50915 -2.68376 -0.07 0.00 0.01 0.505
C 1.13110 2.88937 -2.79843 0.04 0.01 -0.02 -1.262
O -1.18845 2.50570 -1.96808 0.27 -0.02 -0.06 -0.350
P -1.05274 1.38110 -0.97551 -0.05 -0.42 -0.04 0.115
O -0.19861 0.14494 -1.46996 -0.46 0.20 0.31 -0.682
C -0.31358 1.89497 0.59510 0.00 0.15 0.07 0.225
P 0.16525 0.54572 1.68334 0.21 -0.08 -0.16 0.263
O 1.10686 -0.38015 0.87607 -0.17 0.11 0.13 -0.641
O 0.74080 0.98455 2.99454 -0.09 -0.13 -0.07 -0.310
C 0.71461 2.19425 4.00606 0.06 0.10 0.13 0.535
C 1.66411 3.22850 3.48008 0.00 -0.01 -0.02 -1.326
C -0.70279 2.63664 4.21531 -0.02 0.00 -0.01 -1.061
O -1.13811 -0.39629 1.75243 -0.04 0.01 -0.12 -0.202
C -1.28184 -1.62100 2.66271 -0.07 0.11 -0.08 0.902
C -1.13922 -1.26365 4.11609 -0.02 -0.07 0.02 -1.509
C -0.30870 -2.68095 2.18968 0.02 0.01 -0.08 -1.332
O -2.44257 0.79519 -0.64219 -0.08 0.11 -0.09 -0.125
C -3.74089 1.64445 -0.53993 0.16 0.00 -0.02 0.437
C -4.45922 1.51070 -1.85079 -0.09 0.01 0.01 -1.323
C -4.47409 1.12696 0.66418 -0.05 -0.01 0.02 -1.059
H 0.21789 5.56110 -2.49266 0.00 0.01 0.01 0.450
H 0.17249 4.72438 -0.94414 0.01 0.00 0.01 0.248
H -1.34000 5.13414 -1.80049 -0.01 0.00 -0.01 0.411
H -0.72568 3.57720 -3.64978 -0.01 -0.01 0.03 0.289
H 1.61564 2.78520 -1.82370 -0.01 0.00 0.01 0.250
H 1.75203 3.56168 -3.39265 0.00 0.00 0.00 0.507
H 1.10330 1.92797 -3.30912 -0.01 -0.01 -0.01 0.370
H -1.02149 2.56662 1.08926 0.03 0.02 0.05 0.403
H 0.61435 2.44867 0.41219 -0.04 0.05 -0.04 0.339
H 1.11280 1.68969 4.88264 0.01 -0.04 -0.06 0.272
H 1.25432 3.76871 2.62477 -0.02 -0.01 -0.01 0.293
H 2.63217 2.79900 3.22949 0.01 0.00 0.02 0.394
H 1.82770 3.95800 4.27590 -0.01 0.01 -0.01 0.460
H -1.12585 3.12298 3.33499 0.02 0.01 -0.03 0.254
H -0.69050 3.38632 5.00941 -0.01 -0.01 0.01 0.457
H -1.35046 1.82752 4.54833 0.02 0.01 0.01 0.281
H -2.30782 -1.90486 2.43927 0.03 -0.01 0.01 0.102
H -0.11494 -1.02099 4.39317 0.01 -0.01 -0.01 0.352
H -1.44867 -2.13490 4.69775 0.01 0.02 0.02 0.535
H -1.80814 -0.44760 4.38390 -0.01 -0.01 -0.01 0.314
H 0.73636 -2.44327 2.37986 -0.01 0.00 0.03 0.388
H -0.44404 -2.95658 1.10046 -0.09 -0.13 -0.01 0.519
H -0.54172 -3.64297 2.65292 0.00 0.02 0.03 0.545
H -3.38916 2.66572 -0.38339 -0.01 -0.01 0.01 0.499
H -4.75700 0.47752 -2.03599 0.02 0.00 0.02 0.280
H -3.86397 1.87686 -2.68485 0.01 0.00 0.00 0.334
H -5.37047 2.11012 -1.80207 0.01 0.00 -0.01 0.476
H -4.88582 0.13348 0.48271 0.01 -0.01 -0.02 0.238
H -5.31350 1.79206 0.87175 -0.01 -0.01 -0.01 0.469
H -3.84022 1.10651 1.55058 0.01 0.02 0.01 0.180
C -3.69433 -2.91524 0.00817 0.02 -0.01 -0.04 -0.959
Te -2.45369 -2.34828 -1.62606 -0.19 0.05 0.04 0.453
C -2.09699 -4.32245 -2.31935 -0.04 -0.03 0.04 -1.147
H -3.25758 -3.77776 0.50538 -0.03 0.00 0.02 0.464
H -4.66427 -3.16948 -0.41515 0.00 -0.03 0.01 0.510
H -3.79988 -2.06664 0.67858 -0.01 0.02 -0.01 0.126
H -3.06684 -4.66246 -2.68114 0.03 -0.04 0.00 0.421
H -1.74189 -4.95301 -1.50869 0.00 -0.02 -0.03 0.417
H -1.39100 -4.27483 -3.14355 -0.01 0.00 -0.01 0.403
C 5.55646 -4.40674 -2.91465 -0.04 0.07 0.00 -1.294
C 4.69868 -3.31832 -2.37967 0.01 0.00 -0.01 0.539
C 5.14344 -2.05448 -2.04065 -0.01 -0.08 -0.02 -0.852
C 4.25275 -1.12419 -1.52051 -0.06 0.09 0.03 0.925
N 2.93757 -1.43083 -1.34643 0.10 -0.07 -0.02 0.012
C 2.55260 -2.62316 -1.66900 -0.14 -0.06 -0.05 0.046
S 0.84565 -3.12479 -1.49442 0.18 0.10 -0.10 -0.518
N 3.37785 -3.56538 -2.17813 0.07 -0.02 0.04 0.067
C 4.69419 0.24426 -1.14591 0.01 -0.03 -0.01 -1.298
H 6.23187 -4.00606 -3.67046 0.02 -0.02 0.01 0.396
H 4.97701 -5.21985 -3.34898 0.00 -0.01 0.00 0.389
H 6.16998 -4.80593 -2.10208 0.02 -0.01 -0.02 0.343
H 6.18584 -1.80347 -2.18290 0.00 0.01 0.01 0.538
H 3.02583 -4.48947 -2.41239 -0.03 0.02 0.00 0.343
H 4.94928 0.80252 -2.05068 0.00 0.01 0.00 0.361
H 5.59962 0.19777 -0.53951 0.01 0.02 -0.01 0.454
H 3.91183 0.76897 -0.60561 -0.01 -0.01 0.00 0.167
```
Positions in Å, forces in eV/Å.

<S²>: 3.782
Energy above the lowest of the compared OMol25 structures with the same formula, charge and spin: 0.000 eV
2S+1: 4
Max |F|: 0.012 hartree/bohr
HOMO-LUMO gap (alpha / beta): 7.38 / 7.28 eV
Total charge: +4

The following is a quantum chemistry calculation of 2 unconnected molecules or ions with the total composition C21H44NO7Si, from the Open Molecules 2025 dataset.

Geometry as XYZ:
```
74
Properties=species:S:1:pos:R:3:forces:R:3:mulliken_charge:R:1
C -0.06452 -6.01639 -1.23870 0.13 0.05 -0.05 -1.343
C -0.26087 -4.73345 -0.43856 0.05 0.04 -0.10 -0.436
C 0.29395 -3.50038 -1.14759 0.09 0.18 -0.17 -0.803
C 0.15083 -2.20375 -0.31784 -0.16 -0.17 0.10 -0.850
C -0.81365 -1.15413 -0.91025 -0.18 -0.09 0.17 -0.697
C -0.15433 0.05393 -1.58792 -0.06 -0.02 -0.48 2.311
O -1.06350 0.96824 -2.17414 0.04 0.22 0.32 -0.388
C -2.41239 1.03589 -1.73968 -0.13 -0.07 -0.16 -0.901
C -2.65765 1.59477 -0.33316 -0.36 -0.12 -0.19 0.027
C -3.98758 1.08249 0.24490 0.32 -0.06 0.08 -1.280
C 0.77083 0.80590 -0.61989 -0.26 -0.35 -0.38 -0.629
O 0.48492 1.67787 0.13616 -0.28 0.34 0.75 -0.637
O 2.02228 0.35359 -0.75962 0.44 0.12 -0.22 -0.360
C 2.24946 0.02271 -2.15118 -0.22 -0.17 0.00 -0.286
C 2.89548 1.22155 -2.84353 0.09 0.14 -0.01 -1.030
C 3.81958 2.01558 -1.93231 0.16 -0.09 -0.22 -0.771
O 4.81679 1.14728 -1.41447 -0.22 0.09 -0.01 -0.368
Si 5.46128 1.43656 0.09065 0.18 -0.03 0.08 0.396
C 6.10275 3.18669 0.13493 -0.05 0.04 0.06 -1.081
C 6.84604 0.21499 0.31383 -0.01 -0.03 0.16 -1.078
C 4.20517 1.20672 1.44729 -0.12 -0.02 0.05 -0.898
C 0.84571 -0.41292 -2.67762 0.53 -0.38 -0.31 0.733
C 0.57582 0.04411 -4.10602 0.10 0.23 -0.07 -0.977
O -0.31021 -0.78200 -4.84660 -0.06 -0.21 0.27 -0.413
O -1.46452 -1.09788 -4.02168 0.17 0.06 -0.34 -0.214
H 0.99865 -6.26751 -1.30235 -0.09 0.01 -0.03 0.325
H -0.57939 -6.86429 -0.78343 0.02 0.05 -0.02 0.381
H -0.43358 -5.89845 -2.26160 -0.03 -0.04 0.07 0.326
H -1.33030 -4.56925 -0.25684 0.10 -0.04 0.13 0.312
H 0.24191 -4.83009 0.53069 -0.18 0.01 0.00 0.341
H -0.23051 -3.37621 -2.10311 0.05 -0.06 0.04 0.294
H 1.34634 -3.66788 -1.40464 -0.07 -0.06 0.04 0.369
H -0.24242 -2.48651 0.66458 0.09 0.04 -0.04 0.667
H 1.13393 -1.77328 -0.12330 -0.04 0.04 -0.01 0.124
H -1.49391 -0.81442 -0.12494 0.11 0.13 -0.03 0.132
H -1.43951 -1.63171 -1.66922 0.07 0.06 0.04 0.515
H -2.90638 0.06455 -1.87482 0.13 0.02 0.13 0.357
H -2.87898 1.71313 -2.46046 0.02 -0.14 -0.02 0.442
H -2.69682 2.68325 -0.40477 0.24 -0.02 0.11 0.540
H -1.84129 1.32031 0.32750 0.09 0.18 0.02 0.095
H -4.72657 0.88480 -0.53539 -0.04 0.15 0.06 0.357
H -3.82685 0.14624 0.79039 -0.09 0.01 -0.13 0.270
H -4.39506 1.79922 0.96077 -0.08 -0.06 -0.14 0.321
H 2.93899 -0.82025 -2.15996 0.00 0.08 0.11 0.571
H 2.13830 1.90154 -3.24713 0.05 0.00 0.06 0.384
H 3.50435 0.86060 -3.67788 -0.16 -0.02 -0.03 0.409
H 4.29912 2.79843 -2.53195 -0.04 0.00 0.07 0.426
H 3.24948 2.51089 -1.13810 0.01 -0.11 0.02 0.368
H 6.85406 3.33385 -0.64522 -0.04 0.07 0.05 0.309
H 5.29046 3.90528 -0.01233 0.09 0.00 -0.03 0.308
H 6.56027 3.40810 1.10350 0.02 0.00 -0.07 0.364
H 7.77847 0.56630 -0.13215 -0.05 -0.08 -0.06 0.297
H 6.59394 -0.76390 -0.10063 0.04 0.06 -0.03 0.296
H 7.01977 0.08075 1.38709 0.06 -0.01 -0.09 0.339
H 4.71496 1.30866 2.41153 -0.07 0.04 -0.04 0.496
H 3.39550 1.94055 1.40267 0.04 -0.05 0.01 0.240
H 3.75046 0.21413 1.40835 0.03 0.03 -0.01 0.192
H 0.88157 -1.50283 -2.74290 -0.25 0.05 0.20 -0.186
H 0.26810 1.09111 -4.16414 -0.15 -0.12 0.10 0.353
H 1.50190 -0.06858 -4.67902 -0.08 0.05 -0.01 0.354
H -1.79364 -1.84613 -4.54109 0.00 0.07 0.09 0.296
C -6.77411 -0.00985 4.77369 -0.01 0.04 0.02 -1.103
C -5.80620 0.99430 4.26071 -0.09 -0.16 -0.18 0.552
O -5.21507 1.03491 3.24429 0.00 0.03 0.14 -0.365
N -5.51894 2.17233 5.22509 0.24 -0.01 0.05 -0.169
C -4.20623 1.97322 5.94589 -0.11 0.05 -0.03 -0.797
H -6.98405 -0.71373 3.97416 0.01 -0.04 0.02 0.318
H -6.34871 -0.54312 5.62725 0.00 0.02 0.01 0.351
H -7.69964 0.46977 5.09734 0.01 0.01 0.00 0.410
H -6.27636 2.31753 5.89317 -0.02 0.03 -0.02 0.387
H -5.43611 2.99460 4.62202 -0.09 0.06 0.08 0.366
H -4.25847 1.05076 6.51669 0.00 -0.01 -0.01 0.343
H -4.04770 2.81788 6.60943 0.02 0.01 -0.01 0.355
H -3.42542 1.92301 5.19353 0.02 -0.04 0.00 0.338
```
Positions in Å, forces in eV/Å.

Energy above the lowest of the compared OMol25 structures with the same formula, charge and spin: 0.000 eV
2S+1: 1
Max |F|: 0.017 hartree/bohr
HOMO-LUMO gap: 7.12 eV
Total charge: +1

The following is a quantum chemistry calculation of a molecular structure, C21H45MnO2P3 at a distorted geometry, from the Open Molecules 2025 dataset.

Geometry as XYZ:
```
72
Properties=species:S:1:pos:R:3:forces:R:3:mulliken_charge:R:1
Mn 0.83719 0.10447 0.61204 -0.76 -0.17 1.31 0.595
P 2.18551 0.72561 2.22831 2.89 -0.01 3.27 0.759
P -0.43565 1.66633 -0.25508 -2.77 3.33 -2.47 0.822
P 2.04334 -0.64217 -1.02321 2.39 -1.30 -3.05 0.570
H -1.38725 -1.21062 1.11684 0.57 0.24 -0.29 0.391
C -0.40171 -1.45244 0.67823 1.35 -1.83 2.22 -0.918
C 0.74751 -1.62427 1.62323 -2.13 -0.11 -0.87 -0.745
H 0.52493 -1.46982 2.68594 0.11 -0.22 -0.33 0.362
C 1.76130 0.99826 3.98585 -1.02 -0.15 -0.01 -1.022
C 2.77738 2.36164 1.69911 -0.58 0.08 -0.91 -1.314
C 3.68908 -0.30504 2.43834 -0.16 -0.31 -0.54 -1.271
C -1.81713 1.01417 -1.27333 -0.11 -0.50 -0.11 -1.182
C -1.35024 3.00714 0.61645 0.07 -0.14 0.87 -1.207
C 0.52139 2.69840 -1.44539 0.35 -0.10 -0.06 -1.418
C 2.93279 -2.24022 -0.97658 -0.29 -0.22 0.69 -1.430
C 3.40190 0.49530 -1.44473 -0.17 0.56 0.25 -1.339
C 1.07182 -0.84924 -2.55653 -0.50 0.23 -0.01 -1.575
H -0.42004 -2.03313 -0.25961 0.06 0.51 0.34 0.457
H 1.56868 -2.30015 1.36306 -0.27 0.22 0.17 0.522
H 1.27089 0.11603 4.41317 0.09 0.15 -0.09 0.287
H 1.07680 1.84718 4.08772 0.11 -0.18 -0.02 0.331
H 2.68021 1.20243 4.55456 -0.05 -0.05 -0.42 0.624
H 1.93848 3.06987 1.68046 0.23 -0.02 0.10 0.409
H 3.22255 2.32431 0.69749 0.08 0.12 0.28 0.338
H 3.52078 2.70086 2.43107 -0.06 -0.13 -0.04 0.502
H 3.42410 -1.29070 2.83932 -0.03 0.22 0.02 0.416
H 4.34693 0.19710 3.16000 -0.14 -0.01 -0.22 0.541
H 4.22644 -0.46056 1.49654 0.01 0.10 0.19 0.309
H -2.31468 1.84116 -1.80153 0.26 -0.11 0.24 0.468
H -2.55291 0.53639 -0.61415 0.13 0.14 -0.09 0.474
H -1.49753 0.27017 -2.01170 0.00 0.18 0.13 0.136
H -1.55813 3.83313 -0.08001 0.20 -0.40 0.05 0.567
H -0.77684 3.39555 1.46559 -0.17 0.01 -0.14 0.386
H -2.30573 2.62109 0.99120 0.27 -0.01 0.02 0.364
H -0.12055 3.53644 -1.75406 0.20 -0.29 0.04 0.547
H 0.82702 2.13483 -2.33545 -0.08 0.19 0.20 0.335
H 1.41894 3.11178 -0.96551 -0.24 0.01 -0.14 0.414
H 3.47475 -2.33817 -1.92903 -0.15 0.16 0.24 0.527
H 2.23599 -3.08106 -0.88114 0.10 0.12 -0.02 0.455
H 3.65056 -2.28663 -0.14871 -0.11 0.03 -0.19 0.395
H 3.88210 0.08218 -2.34264 -0.07 0.08 0.18 0.516
H 4.13873 0.54987 -0.63152 -0.14 -0.11 -0.27 0.420
H 3.03913 1.50712 -1.66241 0.14 -0.24 -0.03 0.358
H 1.74226 -1.30238 -3.30121 -0.03 0.17 0.23 0.613
H 0.68215 0.09774 -2.95090 0.18 -0.22 0.11 0.680
H 0.22108 -1.52689 -2.40283 0.29 0.12 0.08 0.372
C -2.08120 -0.99931 -5.47845 -0.22 2.16 0.91 0.824
C -3.18189 -1.34171 -6.29935 -0.81 -1.21 -0.49 -0.614
C -3.46054 -2.69693 -6.48907 -0.28 1.58 -0.33 -0.418
C -2.63327 -3.68349 -5.92286 -0.36 -0.30 -0.10 -0.435
C -1.47101 -3.31653 -5.23475 1.32 1.42 0.59 -0.299
C -1.15784 -1.96847 -5.06929 0.56 -2.04 0.41 -0.193
O -1.92197 0.24523 -4.92090 -0.36 -1.99 -1.34 -0.330
H -2.63621 0.82994 -5.23234 0.12 0.09 -0.02 0.349
H -3.81774 -0.57196 -6.74163 0.11 -0.20 0.20 0.397
H -4.33015 -2.99293 -7.07591 0.21 0.11 0.14 0.436
H -2.88910 -4.73384 -6.02596 0.01 0.10 -0.08 0.452
H -0.80155 -4.07453 -4.82720 -0.20 0.15 -0.24 0.428
H -0.23329 -1.66085 -4.58171 -0.41 -0.07 -0.17 0.405
C -2.29836 1.25179 5.46980 0.57 -0.30 -0.17 -0.640
C -2.53092 -0.27267 5.52288 -0.34 0.10 -0.48 -0.674
C -1.82513 -0.81850 4.26455 -0.05 -0.86 0.24 -0.509
O -1.37883 0.27896 3.43868 0.29 0.14 0.22 -0.106
C -1.84554 1.51316 4.02300 -0.59 0.58 -0.20 -0.230
H -3.20607 1.79958 5.72003 0.17 0.06 -0.03 0.354
H -1.50414 1.53899 6.16785 -0.23 0.01 -0.09 0.249
H -3.60384 -0.50028 5.44598 0.37 0.08 0.17 0.296
H -2.14570 -0.72021 6.44491 -0.11 0.09 -0.28 0.294
H -0.95383 -1.43603 4.54910 -0.17 0.21 -0.20 0.359
H -2.51336 -1.44447 3.67252 0.27 0.16 0.16 0.321
H -2.68272 1.88308 3.40688 0.17 -0.10 0.21 0.228
H -1.04016 2.25888 3.95601 -0.12 -0.16 0.06 0.211
```
Positions in Å, forces in eV/Å.

<S²>: 4.198
Energy above the lowest of the compared OMol25 structures with the same formula, charge and spin: 0.000 eV
2S+1: 4
Max |F|: 0.097 hartree/bohr
HOMO-LUMO gap (alpha / beta): 4.03 / 5.45 eV
Total charge: +4